*P*
DFT (wB97M-V/def2-TZVPD) results for 8 unconnected molecules or ions with the total composition C24H56N8O8.

```
96
Properties=species:S:1:pos:R:3
C -1.4614 -0.2487 -3.0411
O -1.9298 -1.1646 -2.4077
N -0.8429 -0.4308 -4.2356
C -0.0628 0.6448 -4.7965
C -0.7986 -1.7696 -4.8000
H -1.5507 0.7633 -2.6387
H -0.3544 1.4839 -4.2032
H -0.4841 0.8876 -5.8567
H 1.0236 0.3908 -4.7099
H -1.2976 -1.7949 -5.8236
H 0.2363 -2.0582 -4.9451
H -1.2778 -2.4317 -4.0989
C 1.3535 -1.3256 -1.5891
O 1.5226 -1.2700 -2.8001
N 1.0335 -0.3549 -0.7379
C 1.2496 -0.4991 0.6621
C 1.0063 1.0082 -1.2712
H 1.6355 -2.3437 -1.1570
H 1.7244 -1.4664 0.8504
H 0.2782 -0.3686 1.2249
H 1.9191 0.3409 1.0612
H 0.8132 1.0472 -2.3511
H 0.3351 1.4744 -0.5944
H 2.0082 1.3677 -1.1974
C 2.7592 -4.1069 1.5970
O 2.1267 -4.0001 0.5790
N 2.2687 -4.1094 2.8444
C 3.1261 -4.3641 3.9874
C 0.7917 -4.0850 3.0702
H 3.8667 -4.1070 1.6486
H 2.9386 -5.3268 4.4671
H 3.0128 -3.5360 4.7195
H 4.1448 -4.4276 3.7297
H 0.3340 -5.0260 2.7633
H 0.5901 -3.9953 4.1270
H 0.3368 -3.2975 2.4821
C 3.9836 0.6172 -3.7443
O 3.4332 1.5441 -3.1901
N 4.6636 -0.3363 -3.0857
C 5.0777 -1.5206 -3.8308
C 4.6222 -0.6640 -1.7160
H 3.9491 0.4575 -4.8345
H 5.5099 -1.2665 -4.8258
H 4.3081 -2.3059 -3.8446
H 5.9853 -1.9265 -3.3269
H 4.5207 0.2080 -1.0303
H 3.8395 -1.3772 -1.5311
H 5.5815 -1.0978 -1.4588
C -0.5084 4.6298 -2.2207
O -0.7128 3.4491 -2.4014
N 0.6516 5.2995 -2.3950
C 0.7364 6.7243 -2.2995
C 1.8807 4.5390 -2.6242
H -1.3972 5.2685 -1.9605
H -0.0549 7.1951 -2.7870
H 1.6988 7.0434 -2.7865
H 0.7947 7.0734 -1.2621
H 1.6164 3.5997 -3.0773
H 2.4898 5.1070 -3.3260
H 2.2889 4.1591 -1.6784
C 1.5536 2.8804 4.7685
O 2.2902 2.0393 4.4102
N 0.3519 3.0771 4.1497
C -0.3873 4.2966 4.3914
C -0.0423 2.2353 3.0800
H 1.8204 3.6787 5.5716
H -1.4325 4.1486 4.6823
H -0.3562 4.8484 3.4983
H 0.1959 4.8767 5.1310
H -1.1129 1.9783 3.2819
H -0.0161 2.7937 2.1246
H 0.5858 1.3290 2.9840
C -3.6101 -3.4892 1.5760
O -2.5955 -3.6566 2.2112
N -3.7057 -3.4143 0.2187
C -2.4661 -3.7082 -0.4934
C -4.9715 -3.2442 -0.5025
H -4.5975 -3.3394 2.0861
H -2.3358 -2.9453 -1.1580
H -2.4805 -4.7234 -1.0528
H -1.6705 -3.8121 0.2021
H -5.1148 -2.2946 -0.9676
H -4.8632 -3.9243 -1.3303
H -5.7791 -3.5062 0.1659
C -4.3561 1.7681 4.0207
O -3.2333 2.2722 3.9138
N -4.7464 0.7090 3.2952
C -5.9489 -0.0211 3.6174
C -3.7545 0.0300 2.4468
H -5.1811 2.1723 4.6230
H -6.5224 -0.2055 2.7248
H -6.6089 0.5559 4.2485
H -5.6289 -0.9702 3.9968
H -4.2969 -0.5871 1.7993
H -3.2912 0.8436 1.9009
H -3.0255 -0.6116 3.0624
```

Results
2S+1: 1
SMILES: CN(C)C=O.CN(C)C=O.CN(C)C=O.CN(C)C=O.CN(C)C=O.CN(C)C=O.CN(C)C=O.CN(C)C=O
HOMO level in eV: -8.4
LUMO energy in eV: 0.67

Atomic partial charges in e from the Löwdin method, atoms 1 to 4:
1 C -0.35
2 O -0.01
3 N -0.20
4 C -0.06


*Q*
DFT (wB97M-V/def2-TZVPD) results for 8 unconnected molecules or ions with the total composition C24H56N8O8.

```
96
Properties=species:S:1:pos:R:3
C 2.2795 0.5094 -0.3980
O 2.2175 1.6474 -0.8410
N 1.1985 -0.1256 -0.1260
C 1.2805 -1.5626 0.0480
C -0.1735 0.3764 0.0670
H 3.2065 0.0634 -0.4520
H 1.5965 -2.3446 -0.7510
H 0.2545 -2.1886 0.2260
H 2.0355 -1.6676 0.8750
H -0.6875 0.3634 -0.9440
H -0.1755 1.2124 0.5380
H -0.9325 -0.3006 0.5700
C 3.6025 -3.5806 2.9670
O 2.8405 -3.9116 2.0260
N 4.6075 -2.7626 2.8060
C 5.1275 -2.0916 3.9170
C 4.8915 -2.1416 1.5280
H 3.3645 -3.9756 3.9230
H 5.4665 -2.8216 4.6370
H 4.4785 -1.3366 4.3920
H 6.0625 -1.7546 3.9240
H 4.4005 -1.0806 1.4820
H 4.9035 -2.7066 0.6080
H 5.9935 -1.9536 1.6690
C 0.1335 0.9104 5.8900
O 0.1585 0.9994 7.1500
N 1.2035 0.3084 5.2000
C 1.2655 0.3154 3.6220
C 2.1295 -0.4156 5.7740
H -0.6115 1.3394 5.3670
H 1.9295 1.1814 3.4860
H 0.3155 0.2094 3.2060
H 1.9525 -0.4876 3.4990
H 3.0195 0.0004 5.8450
H 2.1875 -1.3616 5.2830
H 2.0215 -0.6906 7.0290
C -3.6445 1.5314 3.4770
O -3.3735 0.3204 3.2510
N -3.7915 2.4054 2.4590
C -4.0715 3.7594 2.8340
C -3.4985 1.9414 1.0270
H -3.7955 2.0124 4.5340
H -3.2755 4.1254 3.5560
H -5.0815 4.0084 3.4500
H -4.1695 4.4354 2.0530
H -3.7895 1.0694 0.7870
H -2.5115 2.0224 0.7460
H -3.9285 2.6484 0.4760
C 2.5385 5.8024 -4.7890
O 2.7495 6.0584 -5.9770
N 2.4005 4.5704 -4.3650
C 2.2745 4.3434 -2.9070
C 2.2135 3.5424 -5.2890
H 2.4295 6.4854 -4.1080
H 3.0695 4.2264 -2.2890
H 1.5125 3.4564 -2.9360
H 1.8465 5.1164 -2.5100
H 2.1355 2.5714 -5.0060
H 2.8825 3.5544 -6.1080
H 1.2715 3.5754 -5.5890
C -0.8495 -2.2766 -5.9950
O -1.6645 -3.1036 -6.2770
N -0.3375 -2.0076 -4.7990
C 0.8305 -1.2116 -4.3770
C -0.9955 -2.6096 -3.6450
H -0.2415 -1.4416 -6.6200
H 1.3735 -1.6336 -3.7020
H 0.7245 -0.3096 -4.0660
H 1.5245 -0.8836 -5.3610
H -0.3235 -3.5116 -3.4280
H -2.0025 -2.8976 -3.9200
H -0.5815 -1.8426 -2.8840
C -0.9855 -4.8466 2.5010
O -1.2585 -5.9676 1.9840
N -1.5005 -3.7066 2.1200
C -0.9425 -2.4436 2.7080
C -2.4945 -3.5216 1.1300
H -0.3285 -4.8196 3.3100
H -0.0295 -2.1346 2.3760
H -1.1545 -2.3676 3.8140
H -1.6605 -1.5486 2.5530
H -3.0585 -4.3496 1.2640
H -1.9965 -3.6896 0.1170
H -2.9385 -2.4336 1.1670
C -4.7815 2.3194 -3.1810
O -4.3945 3.5074 -2.9410
N -3.8835 1.2874 -3.2360
C -4.2775 -0.1446 -3.7590
C -2.4465 1.5104 -3.3830
H -5.9125 2.0274 -3.2290
H -3.7115 -0.8006 -4.1570
H -5.0175 0.0304 -4.2230
H -4.6585 -0.6726 -2.8430
H -1.7365 0.7174 -3.6670
H -2.2595 1.7634 -2.3570
H -1.9655 2.2574 -3.8110
```

Results
2S+1: 1
SMILES: CN(C)C=O.CN(C)C=O.CN(C)C=O.CN(C)C=O.CN(C)C=O.CN(C)C=O.CN(C)C=O.CN(C)C=O
HOMO level in eV: -9.2
LUMO energy in eV: 0.03

Atomic partial charges in e from the Löwdin method, atoms 1 to 4:
1 C -0.38
2 O 0.01
3 N -0.15
4 C -0.08


Stability verdict: *P*, ahead by 336.5 kcal/mol


*P*
DFT (wB97M-V/def2-TZVPD) results for 5 unconnected molecules or ions with the total composition C3H14O5.

```
22
Properties=species:S:1:pos:R:3
C 2.0070 -1.7331 0.2360
C 1.0784 -1.3656 1.1054
O -0.2662 -1.6020 0.8193
C 1.1945 -0.6348 2.3782
H 2.9835 -1.2597 0.3019
H 1.9614 -2.6153 -0.3905
H -0.4380 -1.8839 -0.0765
H 1.0543 0.4249 2.0741
H 0.3226 -0.8376 2.9939
H 2.1857 -0.7275 2.7920
H -0.0310 2.0617 -2.7230
H -1.1694 2.8643 -2.0031
O -0.5437 2.1436 -1.9231
H -0.4514 -1.7382 -3.0836
H -1.8821 -1.1714 -2.9677
O -0.9677 -0.9373 -3.1609
H -0.1283 1.6852 -0.0676
H -0.0326 2.2616 1.3284
O 0.4981 1.8083 0.6582
H -2.8271 1.5540 1.1343
H -2.0349 0.4245 0.3123
O -2.5132 1.2781 0.2619
```

Results
2S+1: 1
SMILES: C=C(C)O.O.O.O.O
HOMO level in eV: -8.4
LUMO energy in eV: 0.40

Atomic partial charges in e from the natural (NBO) method, atoms 1 to 4:
1 C -0.59
2 C 0.38
3 O -0.73
4 C -0.71


*Q*
DFT (wB97M-V/def2-TZVPD) results for 5 unconnected molecules or ions with the total composition C3H14O5.

```
22
Properties=species:S:1:pos:R:3
C 0.4570 -1.7196 -1.4405
C 0.0531 -0.3095 -1.6786
C 0.8326 0.6925 -1.2362
O 0.2077 1.8695 -1.2539
H -0.1486 -2.0150 -0.4663
H -0.0383 -2.3587 -2.1946
H 1.5425 -1.7425 -1.3751
H -0.9838 -0.2925 -2.1590
H 1.8136 0.6801 -0.9100
H 0.6352 2.6378 -0.8181
H 0.6371 -0.8369 2.5903
H -0.5304 -0.3719 1.6744
O 0.3690 -0.6941 1.7308
H 2.3893 -2.2617 1.9274
H 2.6480 -0.8195 1.4312
O 3.1074 -1.7669 1.2897
H -3.2230 1.7733 -1.1174
H -1.6371 1.5137 -1.1331
O -2.4700 1.5354 -0.5690
H -1.9939 1.2431 1.4599
H -2.3288 -0.2478 1.4245
O -2.0688 0.4458 2.0270
```

Results
2S+1: 1
SMILES: C/C=C/O.O.O.O.O
HOMO level in eV: -8.4
LUMO energy in eV: 0.46

Atomic partial charges in e from the natural (NBO) method, atoms 1 to 4:
1 C -0.63
2 C -0.28
3 C 0.11
4 O -0.72


Stability verdict: *P*, ahead by 20.0 kcal/mol


*P*
DFT (wB97M-V/def2-TZVPD) results for a molecular structure, C4H2NO2.

```
9
Properties=species:S:1:pos:R:3
C 0.9291 -0.6997 -0.4389
C 1.1321 0.3647 0.6913
C 2.3195 -0.2527 0.2264
C -1.7396 0.4865 -0.4358
N 0.1367 0.4601 -0.4133
O -2.2034 0.6078 0.6607
O -2.0465 0.3761 -1.6209
H 0.6125 -1.6737 -0.4372
H 0.8596 0.3309 1.7677
```

Results
2S+1: 1
HOMO level in eV: -3.3
Charge: -1
LUMO energy in eV: 4.19

Atomic partial charges in e from the Löwdin method, atoms 1 to 4:
1 C -0.23
2 C -0.33
3 C 0.00
4 C -0.61


*Q*
DFT (wB97M-V/def2-TZVPD) results for 2 unconnected molecules or ions with the total composition C4H2NO2.

```
9
Properties=species:S:1:pos:R:3
C -1.0715 0.2688 -0.7195
C -1.0901 -0.7590 0.4377
C -2.2767 -0.4568 -0.4048
C 1.9424 0.1972 0.0865
N 0.0657 -0.5306 -0.3623
O 2.6328 -0.6971 0.4116
O 1.8181 1.3523 -0.1622
H -1.0187 1.3424 -0.8107
H -1.0019 -0.7172 1.5238
```

Results
2S+1: 1
HOMO level in eV: -2.8
Charge: -1
LUMO energy in eV: 4.03

Atomic partial charges in e from the natural (NBO) method, atoms 1 to 4:
1 C -0.07
2 C -0.04
3 C -0.35
4 C 1.02


Stability verdict: *Q*, ahead by 6.1 kcal/mol